1.
41
Properties=species:S:1:pos:R:3 method="wB97M-V/def2-TZVPD" s2=9.0586 e_above_lowest_ev=0.0233 gap_ev="6.349 / 7.323" multiplicity=6 total_charge=+1
Sm -0.599 0.020 -1.604
C 2.632 0.400 1.523
C 2.381 0.178 0.175
N 1.177 0.643 -0.165
N 0.629 1.173 0.971
C 1.494 1.035 1.984
B -0.691 2.013 1.007
N -1.946 1.095 1.050
C -2.850 1.001 2.028
C -3.835 0.104 1.647
C -3.445 -0.320 0.385
N -2.307 0.284 0.019
N -0.743 2.934 -0.234
C -0.740 4.275 -0.216
C -0.759 4.740 -1.516
C -0.780 3.584 -2.290
N -0.764 2.493 -1.524
H 3.517 0.140 2.083
H 2.998 -0.320 -0.558
H 1.252 1.417 2.965
H -0.688 2.683 2.003
H -2.738 1.580 2.933
H -4.706 -0.196 2.206
H -3.924 -1.027 -0.274
H -0.724 4.809 0.722
H -0.764 5.764 -1.851
H -0.802 3.492 -3.365
F 4.129 -3.919 0.440
C 2.935 -3.560 -0.055
C 1.996 -3.020 0.797
C 0.769 -2.648 0.271
C 0.461 -2.827 -1.085
C -0.859 -2.445 -1.607
C 1.455 -3.378 -1.911
C 2.689 -3.747 -1.405
H 2.228 -2.904 1.848
H 0.017 -2.245 0.939
H -1.637 -2.560 -0.852
H -1.151 -3.009 -2.491
H 1.244 -3.541 -2.963
H 3.451 -4.192 -2.032

2.
37
Properties=species:S:1:pos:R:3 method="wB97M-V/def2-TZVPD" smiles="COc1ccc(OCC(=O)NCc2ccc(Cl)cc2)cc1" e_above_lowest_ev=0.6044 gap_ev=8.864
C 2.457 4.829 3.473
O 2.225 4.525 2.119
C 2.163 3.214 1.749
C 1.959 2.971 0.392
C 1.882 1.684 -0.100
C 2.014 0.604 0.766
O 1.954 -0.718 0.389
C 1.941 -1.009 -0.988
C 0.614 -0.686 -1.684
O 0.545 -0.471 -2.876
N -0.439 -0.675 -0.848
C -1.799 -0.469 -1.302
C -2.536 -1.779 -1.416
C -2.184 -2.675 -2.419
C -2.818 -3.898 -2.528
C -3.816 -4.228 -1.624
Cl -4.619 -5.754 -1.756
C -4.180 -3.349 -0.617
C -3.534 -2.129 -0.517
C 2.209 0.842 2.121
C 2.283 2.131 2.614
H 2.483 5.916 3.530
H 1.653 4.453 4.114
H 3.415 4.426 3.817
H 1.861 3.816 -0.271
H 1.715 1.538 -1.155
H 2.755 -0.504 -1.521
H 2.102 -2.090 -1.059
H -0.289 -0.937 0.115
H -2.308 0.205 -0.608
H -1.724 0.005 -2.285
H -1.407 -2.405 -3.119
H -2.546 -4.591 -3.309
H -4.959 -3.618 0.079
H -3.817 -1.443 0.268
H 2.307 -0.003 2.785
H 2.439 2.274 3.671

3.
48
Properties=species:S:1:pos:R:3 method="wB97M-V/def2-TZVPD" s2=8.7559 gap_ev="7.269 / 7.023" multiplicity=6 total_charge=+1
Ru 0.105 0.369 0.112
O 3.375 2.870 2.219
C 2.560 2.024 1.612
O 1.811 2.333 0.714
C 2.738 0.607 2.132
O 1.603 -0.221 1.926
C 0.688 -0.226 3.048
C -0.258 0.997 3.024
O -0.652 1.503 4.041
O -0.572 1.374 1.816
H 3.271 3.750 1.825
H 3.570 0.175 1.569
H 3.015 0.629 3.187
H 0.105 -1.143 2.937
H 1.256 -0.279 3.977
F -5.419 0.664 0.368
C -4.358 -0.103 0.095
C -3.089 0.427 0.244
C -1.983 -0.360 -0.042
C -2.152 -1.701 -0.424
C -3.459 -2.178 -0.560
F -3.693 -3.452 -0.924
C -4.574 -1.403 -0.319
C -0.938 -2.544 -0.532
C -0.913 -3.871 -0.963
C 0.277 -4.575 -0.935
C 1.429 -3.956 -0.474
C 1.341 -2.634 -0.094
N 0.202 -1.943 -0.131
H -2.998 1.423 0.661
H -5.567 -1.811 -0.424
H -1.815 -4.344 -1.308
H 0.299 -5.604 -1.266
H 2.375 -4.475 -0.419
H 2.210 -2.096 0.260
N -0.950 2.606 -0.815
N -0.302 3.055 -1.963
C 0.789 2.405 -2.404
N 1.483 2.942 -3.396
N 1.061 1.248 -1.779
N 2.313 0.715 -1.885
O 2.562 -0.082 -0.994
O 3.096 1.032 -2.757
H -1.918 2.378 -1.007
H -0.862 3.264 -0.046
H -0.616 3.896 -2.422
H 1.255 3.856 -3.748
H 2.301 2.459 -3.737